1.
Entry from the Open Molecules 2025 dataset: C23H18BrN4OPtSe as an isolated structure (ωB97M-V/def2-TZVPD).

```
49
Properties=species:S:1:pos:R:3:forces:R:3
Pt -0.17256 -0.51504 -0.49434 0.02 0.67 -0.09
O -4.35050 3.90247 2.24597 0.02 -0.07 -0.02
C -3.49804 3.05457 1.66085 -0.11 0.04 0.02
C -3.88915 1.94079 0.92224 0.13 0.03 0.01
C -2.90768 1.15266 0.36795 -0.19 0.03 0.03
N -1.58289 1.34494 0.46904 -0.07 -0.15 0.19
C -1.25548 2.43087 1.18407 0.11 -0.10 -0.18
Br 0.55722 2.85801 1.36043 0.27 0.12 0.19
C -2.14047 3.30341 1.78669 0.04 -0.13 -0.05
H -5.26498 3.63182 2.09726 0.01 0.03 0.02
H -4.93010 1.68876 0.77462 -0.02 0.00 -0.01
H -3.25534 0.31421 -0.20610 0.10 -0.15 -0.21
H -1.78480 4.15696 2.34233 0.00 0.01 0.00
N -1.80115 -1.75363 -0.76363 -0.27 0.07 0.13
C -1.63947 -2.94243 0.07106 0.06 0.04 -0.03
C -2.59429 -3.26226 1.01671 0.11 -0.01 -0.02
C -2.38707 -4.36481 1.83516 -0.03 0.04 -0.02
C -1.24018 -5.12671 1.68268 -0.05 -0.05 0.07
C -0.30144 -4.79959 0.71729 0.03 0.06 -0.04
C -0.48122 -3.69640 -0.11005 -0.31 0.03 0.11
C 0.47415 -3.31790 -1.16760 0.20 -0.03 -0.05
C 1.11535 -4.32524 -1.88976 -0.01 -0.02 -0.01
C 2.01880 -4.02676 -2.89243 0.01 -0.02 0.01
C 2.28969 -2.70173 -3.18784 0.02 0.08 -0.01
C 1.66077 -1.68910 -2.47755 -0.11 0.01 -0.03
C 0.74689 -1.97454 -1.46480 0.26 -0.21 -0.04
H -2.67991 -1.30566 -0.53763 -0.12 -0.15 0.02
H -1.85361 -2.01180 -1.74913 0.11 -0.04 0.03
H -3.48909 -2.65899 1.11852 -0.01 0.00 0.02
H -3.11783 -4.61968 2.58924 -0.02 -0.02 0.01
H -1.07212 -5.97997 2.32504 0.00 -0.01 0.01
H 0.59927 -5.39042 0.62030 0.01 -0.02 -0.01
H 0.88168 -5.35860 -1.67057 -0.01 -0.03 0.00
H 2.49971 -4.82287 -3.44314 0.01 -0.01 -0.01
H 2.98932 -2.44799 -3.97289 0.01 0.00 -0.01
H 1.88039 -0.66170 -2.73192 0.03 0.02 -0.01
Se 2.72009 -0.33521 1.04501 0.29 0.07 0.10
N 1.62911 0.35856 -0.25607 -0.46 -0.18 0.00
C 2.29410 1.29606 -0.93475 0.01 0.14 -0.17
C 1.78735 2.03317 -1.99805 0.01 0.02 -0.01
C 2.60143 3.03256 -2.62089 0.07 0.02 0.02
C 3.86393 3.26255 -2.17759 -0.04 -0.09 0.05
C 4.40608 2.50798 -1.07957 -0.10 0.02 -0.06
C 3.63183 1.53522 -0.45441 0.11 0.06 0.02
N 4.06211 0.80824 0.58628 -0.17 -0.17 0.03
H 0.77618 1.85268 -2.34293 0.02 -0.02 0.03
H 2.19296 3.60041 -3.44386 0.00 0.01 -0.02
H 4.48362 4.01512 -2.64311 -0.01 0.02 -0.02
H 5.41207 2.68702 -0.72818 0.02 0.01 0.02
```
Forces are in eV/Å.

The HOMO energy (spin up / spin down) comes out at -9.747 / -11.003 eV. The value obtained for the total energy is -6276.0229 hartree. Its HOMO-LUMO gap (spin up / spin down) is 7.5 / 5.3 eV. The charge is +1. The spin multiplicity is 3. The energy above the lowest of the compared OMol25 structures with the same formula, charge and spin is 0.0 kJ/mol.

Atomic partial charges in e from the natural (NBO) method, atoms 1 to 2: Pt 0.646; O -0.620

***

2.
Entry from the Open Molecules 2025 dataset: a single C23H18ClN7O molecule in a non-equilibrium geometry (ωB97M-V/def2-TZVPD).

```
50
Properties=species:S:1:pos:R:3:forces:R:3
O 1.80014 4.14617 -0.15740 -0.98 -0.14 0.58
Cl 1.52763 2.25704 3.53562 -0.37 -1.07 -1.11
N -2.35832 -0.42428 3.46647 0.01 -0.91 0.39
N -2.80780 0.49559 2.57774 0.46 0.26 0.30
N 0.93751 -3.57262 5.56025 0.89 -0.51 -0.20
N 0.73041 -2.33688 3.55622 0.63 0.50 -0.83
C 1.64372 3.22542 -0.94048 0.00 2.18 0.93
C -1.07838 -0.64415 3.28048 -0.55 1.10 -0.77
C -1.78681 0.92190 1.87578 -0.58 -0.13 -0.10
C 1.34417 -3.23122 4.32708 -1.44 -0.07 0.28
C -0.12421 -2.94763 6.04417 -0.23 0.37 -0.34
C -0.29942 -1.65976 4.04804 -0.50 -0.04 0.41
C -0.77275 -1.97140 5.30864 -0.27 0.13 0.80
C 3.17747 0.02506 0.57752 -0.89 0.32 0.30
C 2.18699 0.39810 -4.49014 -0.05 0.35 0.73
C 2.13980 -0.79332 0.11708 -0.29 0.28 0.73
C 0.79760 0.23923 -4.31141 0.94 0.25 -0.13
C 2.94343 0.97668 1.58828 -0.73 -0.22 0.26
C 2.91592 1.24436 -3.63248 -0.57 -0.10 0.51
C 0.86161 -0.72763 0.71402 1.40 1.03 0.14
C 0.13509 0.93708 -3.30240 -0.24 -0.05 0.16
C 1.67611 1.07814 2.19791 -0.22 -0.89 -0.86
C 2.22932 1.89345 -2.60036 0.54 -0.75 -1.79
C 0.60265 0.20890 1.72850 3.34 0.98 -0.57
C 0.84441 1.78672 -2.46083 0.22 -0.41 -0.13
N 2.71020 2.74549 -1.63314 -0.22 -1.12 -0.74
N -0.65232 0.23326 2.28700 -1.60 -0.23 0.70
N 0.48590 2.62866 -1.40072 -0.23 -0.34 0.37
C -1.07321 3.12966 0.60826 0.11 0.60 0.37
C -1.60324 1.45901 -0.67230 -1.82 0.70 -0.91
C -1.99703 1.91249 0.73941 -0.03 -0.28 0.87
C -0.89025 2.80333 -0.87950 1.16 0.04 -0.77
H 2.13368 -3.80527 3.83633 -0.01 0.24 0.50
H -0.52835 -3.19312 7.03734 0.54 -0.15 -0.42
H -1.61156 -1.47533 5.76419 -0.22 0.23 -0.24
H 4.16212 -0.07305 0.14037 0.00 0.13 0.00
H 2.74668 -0.16035 -5.23035 -0.27 0.05 -0.15
H 2.34617 -1.49810 -0.68037 -0.14 -0.01 0.09
H 0.23153 -0.40779 -4.98041 0.16 0.11 0.24
H 3.72097 1.65552 1.94446 -0.15 -0.33 -0.20
H 3.99544 1.39166 -3.69682 -0.29 -0.21 -0.21
H 0.07262 -1.39722 0.41973 -0.18 -0.09 -0.09
H -0.92184 0.76802 -3.16981 -0.15 0.18 -0.02
H 3.47737 3.36571 -1.77421 0.46 0.16 0.14
H -1.55077 4.10327 0.83662 0.40 -0.56 -0.18
H -0.18730 3.03120 1.21443 0.47 0.14 -0.04
H -0.96980 0.61312 -0.73160 0.77 -0.72 0.10
H -2.47195 1.28266 -1.35057 0.61 0.05 0.48
H -3.02223 2.31119 0.75824 0.18 -0.84 0.33
H -1.41023 3.50988 -1.53603 -0.03 -0.21 0.08
```
Forces are in eV/Å.

The HOMO energy comes out at -8.301 eV. The value obtained for the total energy is -1805.9966 hartree. Its HOMO-LUMO gap is 8.5 eV. The charge is 0. The structure (SMILES) is O=c1[nH]c2ccccc2n1[C@H]1C[C@@H](c2nnc(-c3ccncn3)n2-c2ccccc2Cl)C1. The spin multiplicity is 1. The energy above the lowest of the compared OMol25 structures with the same formula, charge and spin is 0.0 kJ/mol.

Atomic partial charges in e from the natural (NBO) method, atoms 1 to 2: O -0.646; Cl 0.008

***

3.
Entry from the Open Molecules 2025 dataset: a single C23H18F3NO2S2 molecule in a non-equilibrium geometry (ωB97M-V/def2-TZVPD).

```
49
Properties=species:S:1:pos:R:3:forces:R:3
O -2.02318 -1.91450 3.49200 -1.36 2.18 0.09
F 4.46157 3.99974 -0.00921 0.62 -1.02 0.95
F 5.51615 2.07439 0.24291 1.08 0.23 0.06
F 4.44519 2.91779 1.97620 0.67 0.37 -1.50
O -3.85704 -0.53199 3.65716 1.58 -1.00 -0.12
S 0.95333 -1.32225 -3.11063 -0.45 0.20 0.17
S -1.71577 0.38849 0.63908 -0.02 0.02 -0.22
C -2.50733 -0.77737 3.49153 0.64 -1.98 -0.09
C 0.04854 -4.46246 -0.76592 -0.16 0.49 0.03
C -1.68687 1.28276 -4.64833 -0.58 0.30 1.01
C -0.60518 -3.90199 0.32260 0.39 0.21 -0.67
C -2.34244 1.79717 -3.50585 1.04 -0.90 -0.19
C 0.55018 -3.67523 -1.78317 -0.66 0.88 0.32
C -0.77210 0.25809 -4.49503 0.34 0.57 0.56
C 3.10947 0.63588 0.38348 1.00 0.86 0.10
C 2.04445 2.73030 -0.12695 0.22 -0.01 -0.52
C 1.92784 -0.00576 0.08725 0.12 -1.55 0.47
C 0.86940 2.04611 -0.43599 -0.66 0.22 -0.15
C -0.78839 -2.53812 0.34984 -0.06 1.49 0.38
C -2.01172 1.30165 -2.23997 -0.20 0.14 -0.82
C 0.33846 -2.27103 -1.75892 -0.11 -0.78 0.58
C -0.38809 -0.16109 -3.21128 0.00 -0.22 -0.63
C 3.21187 2.02445 0.22362 -1.51 -0.37 -0.04
C 0.80699 0.63421 -0.37486 -0.67 0.99 -0.19
C -0.35368 -1.67010 -0.67802 0.64 -0.54 -0.63
C -1.02434 0.33803 -2.07736 0.22 -0.14 0.44
N -0.75154 0.71768 4.54241 -1.52 -0.17 0.16
C 4.45521 2.76335 0.58919 -1.89 0.40 0.68
C -0.52281 -0.11950 -0.69508 0.42 -0.33 0.73
C -0.68290 0.43269 2.14725 0.23 -0.33 -0.53
C -1.62666 0.46582 3.35177 -0.09 1.61 0.51
H -4.24795 -1.43148 3.75037 0.14 0.67 -0.06
H 0.10521 -5.51936 -0.85309 0.27 -0.78 0.01
H -1.87255 1.68531 -5.63499 -0.19 -0.04 0.02
H -0.94439 -4.52804 1.12244 -0.22 -0.09 0.33
H -3.06531 2.58098 -3.57653 -0.33 0.32 -0.16
H 1.00513 -4.18215 -2.61569 0.22 0.26 -0.33
H -0.26803 -0.11535 -5.36960 0.14 -0.29 -0.07
H 3.96476 0.04797 0.74588 -0.41 0.36 -0.21
H 2.06791 3.82463 -0.25456 0.02 -0.68 0.26
H 1.88663 -1.07923 0.30754 -0.02 0.33 -0.38
H -0.03775 2.65640 -0.68175 0.92 -0.80 0.07
H -1.23890 -2.08673 1.23788 -0.06 -0.28 -0.42
H -2.51211 1.70063 -1.37712 -0.11 0.10 0.20
H -0.12643 -0.08420 4.70381 -0.65 0.42 0.09
H -1.36592 0.90754 5.36957 1.07 -0.50 -0.88
H -0.01598 1.32858 2.08020 -0.66 -0.79 0.50
H -0.07189 -0.48852 2.22680 -0.19 0.48 -0.15
H -2.34106 1.32578 3.23911 0.77 -0.54 0.24
```
Forces are in eV/Å.

The HOMO energy comes out at -8.249 eV. The value obtained for the total energy is -2188.5078 hartree. Its HOMO-LUMO gap is 8.8 eV. The charge is 0. The structure (SMILES) is N[C@@H](CSC1(c2ccc(C(F)(F)F)cc2)c2ccccc2Sc2ccccc21)C(=O)O. The spin multiplicity is 1. The energy above the lowest of the compared OMol25 structures with the same formula, charge and spin is 0.0 kJ/mol.

Atomic partial charges in e from the natural (NBO) method, atoms 1 to 2: O -0.611; F -0.326

***

4.
Entry from the Open Molecules 2025 dataset: a single C23H18FN3OS2 molecule in a non-equilibrium geometry (ωB97M-V/def2-TZVPD).

```
48
Properties=species:S:1:pos:R:3:forces:R:3
O 2.29561 -1.63955 3.02766 0.07 1.75 0.81
F 1.66918 -6.00771 1.04965 0.30 -1.38 1.24
N -4.76140 0.54425 -1.70179 -0.76 1.37 0.22
S -5.05471 2.42712 -3.57358 2.10 -1.05 2.11
S -0.66849 1.43249 -1.46871 -1.70 -0.38 0.90
C 1.95354 -1.25006 1.92411 0.46 -1.06 0.63
C -5.63107 1.23649 -2.38606 1.42 -0.10 -1.06
C -3.45519 2.05993 -2.88807 -0.30 0.35 -0.57
C -2.40057 0.04229 -0.04225 4.69 0.96 -0.76
C -1.10990 -0.24669 0.46911 0.86 2.91 -2.23
C -3.53022 1.10287 -1.90437 2.14 2.24 -1.40
C -2.30013 0.87306 -1.08873 -2.14 0.01 -1.40
C -0.08752 0.48081 -0.16455 -0.59 -1.57 2.05
C 3.20368 3.68221 3.21404 -1.98 0.86 -0.69
C 2.03826 3.60178 2.36772 1.33 -1.98 0.49
C 3.75383 2.47385 3.69596 -1.57 1.11 -1.73
C 1.47191 -4.59377 -0.70511 0.83 1.60 -0.33
C 1.73085 -3.67401 1.54091 0.94 -0.45 -1.81
C 1.52816 2.34249 1.90020 0.20 3.26 1.24
C 3.24046 1.26120 3.16531 1.68 0.01 1.74
C 1.48094 -3.30696 -1.22171 0.81 0.46 0.52
C 1.67935 -4.75476 0.64636 -1.16 1.32 -0.36
C 1.79043 -2.37578 0.97205 -0.86 -0.80 -0.83
C 2.15596 1.20232 2.31107 0.04 -0.73 -1.68
C 1.69769 -2.18116 -0.43424 -0.71 0.80 2.01
N 1.75477 0.05852 1.51917 0.40 -2.51 0.52
N 1.76079 -0.83746 -0.82753 1.85 -0.88 -1.17
C -7.00109 0.90078 -2.65239 -1.18 -1.05 0.67
C 1.74484 -0.45665 -2.29505 0.39 0.40 2.30
C 1.40176 0.22194 0.10350 0.00 1.70 -0.95
H -2.53364 2.57540 -3.19432 -0.72 -0.18 0.14
H -3.17127 -0.52969 0.22808 -3.37 -1.55 0.89
H -1.03491 -0.91788 1.23183 0.91 -1.61 2.07
H 3.49040 4.77455 3.47379 -0.04 -2.31 -0.11
H 1.58577 4.50864 2.05685 -0.45 0.63 -0.28
H 4.56171 2.58319 4.39094 0.37 -0.70 0.20
H 1.51620 -5.36246 -1.44983 -0.29 -0.75 0.26
H 1.96084 -3.90510 2.57174 -0.36 0.45 0.08
H 0.61872 2.29078 1.30521 0.31 0.18 0.05
H 3.77307 0.37588 3.51393 -0.49 -0.05 -0.38
H 1.58451 -3.19595 -2.25575 -0.42 0.07 -1.55
H -7.54295 0.57067 -1.74749 -0.21 0.71 -0.59
H -7.39218 1.61992 -3.35175 -1.03 0.58 0.58
H -6.93815 0.05246 -3.28337 -0.11 -1.39 -0.55
H 0.70615 -0.32998 -2.47088 -0.74 0.66 -1.00
H 2.37863 0.45477 -2.51888 -0.84 -1.02 0.43
H 2.03740 -1.27702 -2.90501 0.70 -0.64 -0.22
H 2.04798 1.09197 -0.14777 -0.77 -0.23 -0.49
```
Forces are in eV/Å.

The HOMO energy comes out at -7.692 eV. The value obtained for the total energy is -2022.9119 hartree. Its HOMO-LUMO gap is 7.9 eV. The charge is 0. The structure (SMILES) is Cc1nc(-c2ccc([C@@H]3N(C)c4ccc(F)cc4C(=O)N3c3ccccc3)s2)cs1. The spin multiplicity is 1. The energy above the lowest of the compared OMol25 structures with the same formula, charge and spin is 151.0 kJ/mol.

Atomic partial charges in e from the natural (NBO) method, atoms 1 to 2: O -0.604; F -0.318

***

5.
Entry from the Open Molecules 2025 dataset: C23H18N2O2PSSe4Ti as an isolated structure in a non-equilibrium geometry (ωB97M-V/def2-TZVPD).

```
52
Properties=species:S:1:pos:R:3:forces:R:3
Ti 0.23241 0.76772 0.22027 0.30 0.33 -1.52
O -0.21135 -0.49977 3.19098 0.16 0.12 0.32
C -1.03475 -0.04394 2.44824 -0.36 0.38 -0.06
O -0.83961 1.06615 1.68454 -0.23 -0.84 1.41
C -2.40187 -0.61945 2.27135 0.02 0.11 -0.38
C -3.07628 -1.10313 3.38179 0.01 -0.03 0.06
C -4.37289 -1.57032 3.25180 -0.06 -0.02 0.00
C -4.99188 -1.56296 2.00874 0.01 0.01 -0.03
C -4.30550 -1.10818 0.89167 0.01 -0.02 -0.04
C -2.99988 -0.63824 1.00552 0.02 -0.06 0.04
P -2.07687 -0.10645 -0.49792 -0.46 0.08 0.10
C -3.14246 1.22128 -1.15300 0.11 0.03 -0.12
C -2.99617 2.50214 -0.61926 -0.03 0.03 0.00
C -3.75995 3.55403 -1.10416 0.02 -0.05 0.02
C -4.67757 3.33847 -2.12290 0.02 -0.02 -0.01
C -4.83699 2.06389 -2.64816 0.02 -0.01 0.03
C -4.06944 1.01027 -2.17015 -0.14 -0.03 0.00
C -2.23432 -1.50357 -1.64271 0.04 0.02 -0.11
C -2.38071 -2.80571 -1.16930 0.01 -0.04 -0.01
C -2.39217 -3.87608 -2.05291 0.01 0.02 0.00
C -2.25900 -3.65533 -3.41590 0.00 0.03 0.01
C -2.10359 -2.36156 -3.89580 0.01 0.03 0.05
C -2.08015 -1.28910 -3.01551 0.00 -0.11 0.02
H -2.57640 -1.09516 4.34180 0.00 0.01 -0.02
H -4.90700 -1.93438 4.12046 0.02 0.01 -0.02
H -6.01038 -1.91801 1.90840 0.04 0.01 -0.01
H -4.78765 -1.12313 -0.08005 0.02 -0.01 0.03
H -2.28497 2.68920 0.17583 0.06 -0.01 -0.01
H -3.62360 4.54533 -0.69006 -0.01 -0.03 -0.01
H -5.26249 4.16277 -2.51306 0.01 -0.03 0.03
H -5.55693 1.88604 -3.43683 0.01 0.00 0.00
H -4.20070 0.02211 -2.59441 -0.01 0.07 0.02
H -2.47498 -2.99160 -0.10744 -0.02 0.00 0.02
H -2.49944 -4.88428 -1.67239 -0.01 0.03 0.00
H -2.26928 -4.49176 -4.10345 0.00 0.02 0.01
H -1.99176 -2.18332 -4.95799 0.01 0.00 0.03
H -1.93711 -0.28681 -3.39458 0.02 0.01 -0.01
Se 0.76392 0.50297 -2.24911 -0.20 0.23 -0.31
Se 2.13034 2.37635 -2.60698 0.02 0.00 0.02
Se 0.71163 3.99157 -1.75936 0.11 0.04 -0.03
Se 0.69000 3.25753 0.46489 -0.21 -0.25 -0.29
S 0.47836 -1.91745 0.27041 -0.13 0.45 0.05
C 1.80667 -1.17179 1.01988 0.23 0.14 0.12
N 2.63434 -1.82768 1.83877 0.22 -0.14 0.15
C 3.72932 -1.21627 2.46818 -0.13 -0.18 0.00
C 3.95566 0.10526 2.19020 -0.01 0.06 -0.06
C 3.10313 0.79099 1.35219 -0.20 -0.19 -0.10
N 1.99210 0.13488 0.78774 0.76 -0.19 0.69
H 2.39088 -2.78369 2.03819 0.06 -0.06 0.02
H 4.31686 -1.82670 3.13288 -0.04 -0.02 -0.05
H 4.80328 0.61329 2.62629 -0.02 -0.01 0.01
H 3.22063 1.82764 1.09793 -0.05 0.09 -0.07
```
Forces are in eV/Å.

The HOMO energy (spin up / spin down) comes out at -6.528 / -7.268 eV. The value obtained for the total energy is -12342.1352 hartree. Its HOMO-LUMO gap (spin up / spin down) is 5.8 / 6.6 eV. The charge is 0. The spin multiplicity is 2.

Atomic partial charges in e from the natural (NBO) method, atoms 1 to 2: Ti 1.122; O -0.549

***

> What is the formula in the fifth record?

C23H18N2O2PSSe4Ti

***

> Which of these has the highest charge?

C23H18BrN4OPtSe

***

> Which formula does entry 3 have?

C23H18F3NO2S2

***

> Among the records above, which one has the highest charge?

C23H18BrN4OPtSe